Density functional theory data (ωB97M-V with the def2-TZVPD basis set) for 6 unconnected molecules or ions with the total composition C18H51N3O6.

Output
- spin multiplicity = 2
- lowest unoccupied orbital energy (alpha / beta) (eV) = -2.7 / -9.0
- E (eV) = -36235.149
- HOMO (alpha / beta) (eV) = -10.51 / -10.51
- Kohn-Sham gap (alpha / beta) (eV) = 7.792 / 1.481
- charge = +1
- ⟨S²⟩ = 0.754
- relative energy (zero: lowest compared OMol25 entry of this formula, charge and spin) (eV) = 0.256

Each atom is followed by the atoms it is bonded to, with distances in Å.
Atoms and positions in Å:
1 C 3.68 3.91 0.57  H2 1.090, N14 1.462, C24 1.573, C66 1.454
2 H 4.36 4.64 0.13  C1 1.090
3 H -0.83 -7.88 0.09  C57 1.090
4 H 0.85 2.70 3.49  O38 0.960
5 H -2.69 -2.97 -2.66  C39 1.090
6 H -7.42 4.47 0.25  C7 1.090
7 C -6.80 4.57 -0.65  H6 1.090, O28 1.416, H47 1.090, H70 1.090
8 H 1.51 3.55 0.39  C24 1.090
9 H -1.71 -2.69 -1.19  C39 1.090
10 H 0.67 -1.17 -1.19  C19 1.090
11 H -4.46 0.88 2.08  C22 1.090
12 H 4.57 3.46 2.21  N14 1.010
13 H -3.88 2.39 2.61  C22 1.090
14 N 3.74 4.02 2.03  C1 1.462, H12 1.010, H53 1.010
15 H 0.48 -6.78 -1.96  C77 1.090
16 H 0.57 5.41 -1.63  C75 1.090
17 O 2.37 4.31 -1.39  C24 1.412, C75 1.373
18 H 4.12 1.33 3.25  C37 1.090
19 C 0.89 -0.31 -0.56  H10 1.090, H32 1.090, H50 1.090, C76 1.546
20 H -3.23 3.26 -0.91  N62 1.010
21 H 0.69 -8.59 0.47  C57 1.090
22 C -3.75 1.66 1.81  H11 1.090, H13 1.090, H27 1.090, C61 1.540
23 O -1.59 -1.26 -2.64  C39 1.386, H63 0.960
24 C 2.25 4.25 0.01  C1 1.573, H8 1.090, O17 1.412, H40 1.090
25 C 1.84 1.07 3.15  C37 1.577, O38 1.409, H41 1.090, H59 1.090
26 N 2.24 -7.60 -1.37  H35 1.010, H49 1.010, C77 1.483
27 H -2.73 1.27 1.82  C22 1.090
28 O -5.69 3.69 -0.73  C7 1.416, C54 1.414
29 H 1.51 -5.97 0.91  C58 1.090
30 H -1.80 1.49 -0.40  O60 0.960
31 H -2.74 3.69 0.56  N62 1.010
32 H 1.91 -0.07 -0.86  C19 1.090
33 O 1.97 -4.85 -0.71  C58 1.433, C73 1.417
34 H 1.37 -3.13 0.34  C73 1.090
35 H 2.80 -6.92 -1.86  N26 1.010
36 H 2.89 -3.98 0.92  C73 1.090
37 C 3.33 0.58 3.21  H18 1.090, C25 1.577, H48 1.090, H68 1.090
38 O 1.77 2.43 3.53  H4 0.960, C25 1.409
39 C -1.75 -2.58 -2.27  H5 1.090, H9 1.090, O23 1.386, C43 1.517
40 H 1.89 5.18 0.46  C24 1.090
41 H 1.13 0.39 3.62  C25 1.090
42 H 4.42 2.58 -0.98  C66 1.090
43 C -0.68 -3.43 -2.93  C39 1.517, H44 1.090, H65 1.090, H74 1.090
44 H 0.31 -3.12 -2.60  C43 1.090
45 H -5.15 4.06 1.22  C54 1.090
46 H 2.88 -3.08 -0.57  C73 1.090
47 H -7.48 4.39 -1.48  C7 1.090
48 H 3.53 0.05 4.15  C37 1.090
49 H 2.82 -7.89 -0.61  N26 1.010
50 H 0.83 -0.52 0.51  C19 1.090
51 H 1.38 4.50 -2.98  C75 1.090
52 H 0.05 -5.33 0.14  C58 1.090
53 H 3.16 3.32 2.47  N14 1.010
54 C -5.34 3.22 0.55  O28 1.414, H45 1.090, C61 1.527, H78 1.090
55 H -0.08 -8.85 -1.07  C57 1.090
56 H 3.32 1.88 0.20  C66 1.090
57 C 0.16 -8.08 -0.33  H3 1.090, H21 1.090, H55 1.090, C77 1.495
58 C 1.05 -5.72 -0.05  H29 1.090, O33 1.433, H52 1.090, C77 1.583
59 H 1.36 0.97 2.17  C25 1.090
60 O -1.38 0.63 -0.48  H30 0.960, C76 1.433
61 C -4.14 2.28 0.46  C22 1.540, C54 1.527, N62 1.445, H69 1.090
62 N -2.92 2.89 -0.02  H20 1.010, H31 1.010, C61 1.445
63 H -1.50 -0.72 -1.85  O23 0.960
64 H 4.92 2.20 0.68  C66 1.090
65 H -0.66 -3.32 -4.02  C43 1.090
66 C 4.12 2.61 0.07  C1 1.454, H42 1.090, H56 1.090, H64 1.090
67 H 0.25 1.79 -0.11  C76 1.090
68 H 3.61 0.02 2.32  C37 1.090
69 H -4.36 1.45 -0.22  C61 1.090
70 H -6.42 5.58 -0.73  C7 1.090
71 H -0.17 1.21 -1.79  C76 1.090
72 H 0.55 3.59 -1.77  C75 1.090
73 C 2.26 -3.70 0.07  O33 1.417, H34 1.090, H36 1.090, H46 1.090
74 H -0.89 -4.49 -2.74  C43 1.090
75 C 1.12 4.51 -1.92  H16 1.090, O17 1.373, H51 1.090, H72 1.090
76 C 0.00 0.94 -0.74  C19 1.546, O60 1.433, H67 1.090, H71 1.090
77 C 0.94 -6.99 -1.00  H15 1.090, N26 1.483, C57 1.495, C58 1.583
78 H -6.17 2.72 1.05  C54 1.090